Entry 1:
Density functional theory data (ωB97M-V/def2-TZVPD) for a molecular structure, C40H50BaBrN3O6 at a distorted geometry.

```
101
Properties=species:S:1:pos:R:3:lowdin_charge:R:1
Ba 1.50 -1.16 -1.29 1.8923
C -0.62 -1.45 3.69 -0.0896
C -0.27 0.04 3.34 -0.0439
C -1.14 0.48 2.38 -0.1417
C -1.98 -0.63 1.98 0.0173
C -1.80 -1.70 2.83 -0.1669
C -2.56 -3.02 2.84 -0.5846
C -3.43 -2.96 4.05 -0.0806
C -1.56 -4.19 3.04 -0.0397
C -3.44 -3.22 1.60 -0.0463
C -1.24 1.76 1.57 -0.5102
C -2.74 1.97 1.34 -0.0886
C -0.64 1.64 0.08 -0.0226
C -0.72 3.02 2.24 -0.0783
C 0.94 0.76 4.02 -0.5019
C 0.47 1.88 4.93 -0.0761
C 1.56 -0.23 5.06 -0.0794
C 1.97 1.08 2.97 -0.0364
H -0.89 -1.47 4.75 0.1257
H -2.70 -0.56 1.18 0.0970
H -2.77 -2.69 4.88 0.0811
H -3.95 -3.95 4.21 0.1016
H -4.16 -2.18 4.03 0.0734
H -1.05 -4.02 4.00 0.0801
H -0.79 -4.18 2.19 0.1156
H -2.04 -5.16 2.97 0.0692
H -4.10 -2.34 1.44 0.0813
H -4.00 -4.14 1.85 0.0823
H -2.90 -3.28 0.65 0.0796
H -3.20 1.26 0.61 0.0865
H -2.95 3.01 0.98 0.0860
H -3.25 1.91 2.33 0.0951
H -1.05 0.76 -0.45 0.0630
H 0.49 1.61 0.13 0.0652
H -0.91 2.53 -0.48 0.0754
H -1.32 3.34 3.13 0.0874
H -0.75 3.95 1.55 0.1091
H 0.35 3.02 2.53 0.0595
H 0.76 1.70 6.01 0.0873
H -0.60 2.10 4.96 0.0711
H 0.85 2.84 4.59 0.0631
H 0.88 -0.63 5.79 0.0645
H 2.35 0.17 5.71 0.0790
H 2.02 -1.10 4.54 0.0688
H 1.60 1.62 2.11 0.0546
H 2.40 0.15 2.63 0.0714
H 2.73 1.69 3.42 0.0869
O 5.34 -5.69 1.20 0.0306
C 4.87 -4.96 2.22 -0.4883
O 5.30 -5.12 3.38 -0.0040
C 3.84 -3.89 1.93 -0.1008
C 2.98 -3.22 2.88 -0.1040
N 2.29 -2.26 2.20 -0.0727
N 2.67 -2.27 0.92 -0.1932
C 3.52 -3.33 0.68 -0.1771
C 4.07 -3.47 -0.77 -0.5933
O 4.91 -4.41 -0.96 -0.0267
O 3.57 -2.69 -1.59 -0.2351
H 5.16 -5.26 0.24 0.0668
H 2.96 -3.39 3.94 0.0833
H 0.21 -2.11 3.58 0.0916
C -3.39 -3.40 -2.93 -0.0922
C -3.16 -2.08 -3.29 -0.0889
C -1.88 -1.56 -3.12 -0.2614
N -0.82 -2.21 -2.75 -0.0868
C -1.05 -3.53 -2.42 -0.2067
C -2.26 -4.12 -2.47 -0.1327
H -4.37 -3.86 -3.03 0.0811
H -3.89 -1.48 -3.79 0.0819
H -1.85 -0.36 -3.59 -0.1287
H -0.25 -4.10 -1.96 0.0923
H -2.38 -5.19 -2.06 0.1137
Br 5.78 1.11 -4.40 0.7327
C 5.19 2.57 -3.28 -0.5910
C 5.88 3.78 -3.52 -0.1570
C 5.24 5.03 -3.37 -0.0696
C 3.96 5.05 -2.70 -0.0808
C 3.40 3.87 -2.25 -0.0289
C 3.97 2.60 -2.63 -0.1558
C 3.08 1.44 -2.21 -0.6477
O 2.87 1.28 -0.95 -0.1857
O 2.49 0.74 -3.14 -0.2007
H 6.92 3.67 -3.82 0.0809
H 5.63 5.86 -3.87 0.0664
H 3.44 5.95 -2.43 0.0831
H 2.44 3.92 -1.72 0.1239
C -2.17 3.99 -4.09 -0.0789
C -2.77 3.02 -5.15 -0.6089
C -2.23 3.34 -6.60 -0.0634
C -4.29 2.86 -5.08 -0.0804
C -2.27 1.75 -4.60 -0.1872
C -2.02 0.78 -3.93 0.0446
H -2.48 5.01 -4.27 0.0589
H -1.05 3.93 -4.11 0.0969
H -2.49 3.69 -3.09 0.0682
H -2.58 4.31 -6.98 0.0623
H -2.47 2.52 -7.29 0.0686
H -1.10 3.37 -6.67 0.0887
H -4.81 3.74 -5.53 0.0705
H -4.64 2.77 -4.03 0.0852
H -4.63 1.97 -5.60 0.0730
```

Highest occupied orbital energy = -1.71 eV
Total charge = -2
Energy relative to the best compared isomer or geometry (same formula, charge and spin) = 74.5 kcal per mole

Entry 2:
Density functional theory data (ωB97M-V/def2-TZVPD) for a molecular structure, C40H50Br2HfN7O4Sb at a distorted geometry.

```
105
Properties=species:S:1:pos:R:3:lowdin_charge:R:1
Hf 1.53 1.44 1.01 1.6330
O 2.49 3.72 4.91 0.0510
C 2.80 4.86 4.26 -0.2665
C 3.22 5.95 5.04 0.0002
C 3.33 7.20 4.51 -0.0645
C 3.09 7.43 3.16 -0.0508
C 2.80 6.31 2.37 -0.0273
C 2.50 5.07 2.92 -0.1549
C 1.81 4.04 2.11 -0.3741
O 2.32 2.72 2.22 -0.3304
N 0.35 4.14 2.43 0.0459
N -0.23 2.96 2.05 -0.1065
C -1.36 2.74 2.56 -0.2356
C -2.09 1.51 2.35 -0.5712
Br -1.24 0.26 1.17 0.8867
C -3.28 1.18 2.91 -0.0427
C -4.10 -0.04 2.74 -0.2235
C -5.50 0.17 2.55 0.0008
C -6.23 -0.98 2.27 -0.0531
C -5.66 -2.26 2.20 -0.0533
C -4.33 -2.39 2.47 -0.0959
C -3.56 -1.31 2.75 -0.0991
H 2.50 3.01 4.30 0.0267
H 3.48 5.71 6.08 0.1359
H 3.75 7.95 5.19 0.1226
H 3.24 8.36 2.66 0.1012
H 2.69 6.46 1.31 0.1111
H 1.91 4.39 1.02 0.1505
H 0.18 4.37 3.43 0.1521
H -1.86 3.45 3.25 0.1658
H -3.64 2.05 3.50 0.1454
H -6.03 1.10 2.60 0.1165
H -7.30 -0.93 2.10 0.1180
H -6.24 -3.12 1.96 0.1135
H -3.81 -3.40 2.51 0.1403
H -2.51 -1.41 2.92 0.0751
Br 0.48 0.95 4.66 1.0001
C 1.31 -0.46 3.85 -0.7460
C 1.64 -1.56 4.65 -0.0671
C 2.30 -2.64 4.07 0.0194
C 2.56 -2.66 2.68 0.0584
C 2.26 -1.50 2.01 -0.1522
N 1.71 -0.38 2.59 -0.0352
C 2.58 -1.38 0.54 -0.5660
O 2.96 -2.27 -0.13 0.1560
O 2.38 -0.15 0.12 -0.2050
H 1.44 -1.57 5.70 0.1118
H 2.58 -3.46 4.72 0.1302
H 3.06 -3.46 2.19 0.1306
N 4.01 2.69 -2.42 0.1510
C 5.15 2.65 -1.61 -0.0016
C 4.68 2.37 -0.36 -0.0469
N 3.29 2.26 -0.34 0.0150
C 2.93 2.50 -1.60 -0.2406
C 1.50 2.51 -1.87 -0.2552
N 0.67 2.25 -0.88 -0.0298
C -0.60 2.63 -1.28 -0.0972
C -0.52 3.03 -2.57 -0.0406
N 0.80 3.02 -2.90 0.1643
H 3.93 2.98 -3.39 0.1787
H 6.17 2.72 -1.96 0.1348
H 5.20 2.19 0.53 0.1102
H -1.48 2.54 -0.66 0.1045
H -1.34 3.38 -3.15 0.1327
H 1.14 3.17 -3.87 0.1981
C 1.39 -0.78 -3.66 -0.1583
C 0.07 -1.45 -3.95 -0.7176
C 0.22 -2.52 -5.00 -0.1102
C -0.93 -0.36 -4.37 -0.1221
Sb -0.61 -2.31 -2.02 1.5669
C -2.82 -2.51 -2.29 -0.7337
C -3.33 -3.35 -1.16 -0.1421
C -3.35 -2.97 -3.61 -0.0878
C -3.33 -1.07 -2.06 -0.1496
C 0.06 -4.46 -1.95 -0.6992
C -0.22 -4.89 -0.54 -0.1649
C -0.66 -5.39 -3.01 -0.0763
C 1.55 -4.59 -2.21 -0.1388
H 1.73 -0.10 -4.43 0.0740
H 2.15 -1.52 -3.51 0.0763
H 1.37 -0.17 -2.74 0.0409
H 0.67 -2.06 -5.90 0.0963
H -0.69 -2.99 -5.33 0.0681
H 0.91 -3.34 -4.61 0.0833
H -0.48 0.32 -5.08 0.0745
H -1.20 0.25 -3.50 0.0434
H -1.81 -0.79 -4.84 0.0656
H -3.05 -4.38 -1.38 0.0691
H -4.41 -3.21 -1.13 0.0878
H -3.02 -3.12 -0.12 0.0695
H -3.06 -4.02 -3.79 0.0897
H -2.98 -2.28 -4.36 0.0560
H -4.41 -2.86 -3.51 0.0839
H -3.00 -0.69 -1.10 0.0137
H -4.45 -1.09 -2.12 0.1041
H -2.97 -0.40 -2.86 0.0494
H -1.17 -4.63 -0.13 0.0324
H 0.51 -4.43 0.16 0.0728
H -0.09 -6.01 -0.47 0.1145
H -1.65 -5.58 -2.74 0.0374
H -0.04 -6.35 -2.96 0.1144
H -0.60 -4.95 -3.97 0.0438
H 2.19 -3.76 -1.90 0.0507
H 1.75 -4.74 -3.26 0.0585
H 1.92 -5.54 -1.73 0.1083
```

Highest occupied orbital energy = -11.81 eV
Total charge = +2
Energy relative to the best compared isomer or geometry (same formula, charge and spin) = 0.0 kcal per mole

Entry 3:
Density functional theory data (ωB97M-V/def2-TZVPD) for 10 unconnected molecules or ions with the total composition C40H50F30O20 at a distorted geometry.

```
140
Properties=species:S:1:pos:R:3:lowdin_charge:R:1
C -26.66 12.07 -23.73 -0.0657
C -27.19 12.92 -24.89 -0.2252
O -26.18 13.84 -25.21 -0.0135
C -25.90 14.93 -24.38 -0.2768
O -26.49 15.13 -23.31 0.1312
C -24.70 15.71 -24.94 -0.5116
F -24.77 15.79 -26.28 0.1647
F -24.67 16.90 -24.36 0.1816
F -23.49 15.06 -24.72 0.1259
H -26.73 12.58 -22.77 0.0696
H -25.59 11.90 -23.92 0.0877
H -27.28 11.19 -23.60 0.0796
H -28.14 13.38 -24.62 0.1277
H -27.35 12.23 -25.72 0.1248
C -8.71 -1.45 -25.54 -0.0375
C -8.18 0.01 -25.12 -0.1847
O -8.99 0.44 -24.04 -0.0234
C -8.90 1.77 -23.68 -0.2798
O -8.36 2.61 -24.42 0.1216
C -9.95 2.07 -22.58 -0.5616
F -11.12 2.45 -23.09 0.1747
F -10.22 1.01 -21.79 0.1545
F -9.62 3.09 -21.80 0.1777
H -9.60 -1.29 -26.16 0.0691
H -8.88 -1.99 -24.61 0.0726
H -8.05 -1.99 -26.21 0.0673
H -8.44 0.66 -25.96 0.1204
H -7.16 0.00 -24.74 0.1290
C -19.07 6.82 -28.84 -0.0712
C -18.13 6.36 -29.92 -0.1951
O -17.29 5.25 -29.49 0.0255
C -16.25 4.79 -30.19 -0.3327
O -15.75 5.41 -31.13 0.1206
C -15.40 3.58 -29.66 -0.5122
F -14.96 2.77 -30.69 0.1296
F -14.31 4.00 -29.08 0.2050
F -16.15 2.86 -28.77 0.1291
H -19.34 7.85 -29.10 0.0814
H -18.58 6.97 -27.88 0.0855
H -19.95 6.18 -28.74 0.0799
H -17.57 7.28 -30.10 0.1219
H -18.64 6.07 -30.84 0.1328
C -23.61 6.17 -19.38 -0.0768
C -22.47 5.50 -18.74 -0.2455
O -21.61 4.99 -19.78 -0.0042
C -20.49 5.75 -20.21 -0.2531
O -20.01 6.74 -19.59 0.1169
C -19.80 5.20 -21.42 -0.5571
F -19.17 6.14 -22.16 0.1573
F -18.90 4.31 -21.07 0.2033
F -20.78 4.62 -22.16 0.1483
H -24.28 6.66 -18.67 0.0855
H -24.24 5.41 -19.86 0.0879
H -23.22 6.98 -19.99 0.0890
H -22.86 4.69 -18.12 0.1266
H -21.97 6.17 -18.05 0.1218
C -13.63 6.85 -15.10 -0.0493
C -15.13 6.98 -15.55 -0.1782
O -15.63 5.65 -15.50 -0.0098
C -16.07 4.99 -14.38 -0.3179
O -16.05 5.41 -13.23 0.1369
C -16.68 3.58 -14.65 -0.5667
F -16.30 2.81 -13.66 0.1923
F -17.98 3.73 -14.79 0.1939
F -16.21 3.03 -15.80 0.1393
H -13.29 7.81 -14.72 0.0696
H -12.97 6.80 -15.96 0.0712
H -13.51 6.10 -14.32 0.0790
H -15.22 7.53 -16.49 0.1235
H -15.71 7.55 -14.82 0.1163
C -31.85 14.92 -15.74 -0.0606
C -33.00 14.25 -15.00 -0.1923
O -32.54 12.91 -14.66 -0.0303
C -32.49 11.95 -15.71 -0.2568
O -33.03 12.22 -16.80 0.1237
C -31.95 10.55 -15.45 -0.4642
F -31.74 10.26 -14.13 0.1313
F -32.84 9.54 -15.68 0.1223
F -30.91 10.17 -16.23 0.1481
H -32.01 16.00 -15.71 0.0780
H -31.93 14.57 -16.77 0.0736
H -30.87 14.68 -15.32 0.0870
H -33.92 14.11 -15.58 0.1195
H -33.27 14.77 -14.08 0.1209
C -14.18 -6.20 -19.63 -0.0525
C -14.65 -6.89 -20.93 -0.2167
O -15.20 -6.00 -21.88 -0.0349
C -14.41 -4.97 -22.45 -0.2880
O -13.22 -4.89 -22.36 0.1643
C -15.28 -3.79 -23.03 -0.5838
F -14.81 -3.41 -24.17 0.2183
F -16.57 -4.13 -23.14 0.1523
F -15.29 -2.74 -22.20 0.1666
H -13.41 -5.46 -19.86 0.0686
H -13.72 -6.92 -18.95 0.0783
H -14.96 -5.62 -19.14 0.0793
H -15.51 -7.56 -20.85 0.1276
H -13.79 -7.33 -21.43 0.1206
C -22.54 13.63 -16.94 -0.0786
C -22.50 12.55 -15.90 -0.2327
O -23.58 12.73 -15.01 -0.0069
C -23.75 11.94 -13.89 -0.2790
O -22.90 11.07 -13.63 0.1225
C -24.92 12.26 -12.94 -0.4575
F -25.80 13.05 -13.61 0.1434
F -25.67 11.15 -12.58 0.1249
F -24.45 12.81 -11.79 0.1533
H -22.39 14.59 -16.45 0.0740
H -23.48 13.86 -17.44 0.0865
H -21.69 13.54 -17.62 0.0860
H -21.59 12.51 -15.30 0.1354
H -22.69 11.70 -16.55 0.1287
C -26.00 -0.01 -24.28 -0.0518
C -25.79 1.49 -24.55 -0.2615
O -27.01 2.00 -24.90 0.0157
C -27.06 3.31 -25.33 -0.2865
O -26.16 4.16 -25.20 0.1297
C -28.38 3.78 -25.93 -0.6045
F -29.03 2.70 -26.35 0.1803
F -29.06 4.41 -24.93 0.1556
F -28.07 4.55 -26.91 0.2363
H -25.09 -0.38 -23.81 0.0754
H -26.08 -0.56 -25.22 0.0724
H -26.89 -0.27 -23.71 0.0802
H -25.02 1.69 -25.30 0.1327
H -25.42 1.94 -23.63 0.1259
C -34.25 1.69 -14.40 -0.0393
C -34.57 1.81 -15.94 -0.2198
O -33.53 2.40 -16.68 -0.0095
C -33.62 2.86 -17.96 -0.3363
O -34.69 3.05 -18.47 0.1664
C -32.28 2.98 -18.76 -0.5165
F -31.26 2.35 -18.20 0.1841
F -32.57 2.37 -19.90 0.1713
F -31.94 4.30 -18.96 0.1318
H -33.39 1.03 -14.35 0.0712
H -35.15 1.25 -13.98 0.0754
H -33.99 2.68 -14.02 0.0754
H -35.51 2.34 -16.07 0.1191
H -34.62 0.81 -16.37 0.1268
```

Highest occupied orbital energy = -11.05 eV
Energy relative to the best compared isomer or geometry (same formula, charge and spin) = 192.1 kcal per mole